No. 1
Molecular formula: C24H24F6O14Zr
Method: DFT, ωB97M-V/def2-TZVPD

Values from the calculation:
Charge: -2
ΔE to the lowest compared entry with this formula, charge and spin, kcal/mol: 0.0
HOMO energy, eV: -1.99

Last column: Mulliken charge in e.
Element x y z (Å)
Zr -0.25764 -0.19808 -0.39069  1.47
C 0.92254 3.48256 1.33949  -0.98
C 0.14968 2.44311 0.97533  1.03
C -0.46933 1.55653 2.09667  0.28
O -0.69312 0.36181 1.68829  0.19
C -0.38063 1.96532 3.40919  -0.97
C 0.28073 3.16181 3.79118  0.21
C 1.12142 3.83371 2.73195  0.39
O 2.08043 4.49529 3.05675  -0.63
O 0.20539 3.63737 4.92352  -0.71
O -0.04816 1.89060 -0.18632  -0.08
H 1.67838 3.82378 0.64124  0.28
H -0.92052 1.38454 4.14630  0.37
C 3.86672 1.39435 -0.29241  -0.78
C 4.61962 1.74985 0.86646  0.32
C 4.23034 1.05993 2.24931  0.42
O 4.72245 1.54224 3.24861  -0.69
C 3.19402 0.07365 2.22081  -0.92
C 2.56470 -0.28082 1.04643  0.51
C 2.90499 0.41209 -0.25280  0.80
O 2.02995 0.25419 -1.19894  -0.59
O 1.50276 -1.04202 1.04718  -0.33
O 5.45769 2.62818 0.89999  -0.70
H 4.01847 1.98307 -1.18902  0.27
H 2.90363 -0.45947 3.11808  0.33
C -0.86647 -4.23980 -1.56436  -0.87
C -0.57774 -2.96580 -2.36649  -0.54
O -0.16622 -1.90149 -1.61979  -0.57
H -1.25885 -4.98712 -2.26638  0.45
H -1.56283 -4.06599 -0.75232  0.00
H 0.07520 -4.67073 -1.20602  0.23
H -1.52640 -2.72495 -2.89534  0.21
H 0.13465 -3.19120 -3.17937  0.25
C -4.31182 1.14823 0.27331  -0.95
C -3.58454 0.49273 -0.89413  -0.32
O -2.34558 0.06877 -0.50982  -0.52
H -4.24365 0.47960 1.12834  0.03
H -5.36573 1.40591 0.14262  0.36
H -3.75544 2.05967 0.50918  0.25
H -3.48209 1.19512 -1.73727  0.18
H -4.17759 -0.33115 -1.34273  0.27
C 1.06061 -3.44476 3.18599  -1.01
C 0.23775 -4.06108 2.07904  -0.01
O -1.16754 -3.80931 2.34849  -0.39
C -1.70763 -2.81445 1.68345  0.47
O -1.12486 -2.14318 0.90096  0.37
C -3.19809 -2.63273 2.03468  0.67
F -3.42879 -1.39743 2.47606  -0.23
F -3.95070 -2.84054 0.94660  -0.26
F -3.59010 -3.47656 3.00429  -0.30
H 2.03088 -3.94196 3.28570  0.37
H 0.58631 -3.48290 4.16646  0.33
H 1.27747 -2.39845 2.95512  -0.02
H 0.31320 -5.14777 2.06488  0.35
H 0.53486 -3.67036 1.10922  0.04
C 1.46430 3.29846 -3.17632  -0.87
C 1.72526 2.04133 -3.97518  -0.12
O 0.51355 1.46908 -4.53815  -0.40
C -0.41301 1.01964 -3.74021  0.34
O -0.31413 0.72731 -2.58631  -0.62
C -1.75106 0.85274 -4.50735  0.79
F -2.01675 -0.46320 -4.66027  -0.25
F -2.74352 1.39485 -3.81654  -0.25
F -1.72711 1.39787 -5.72420  -0.29
H 1.08817 4.08550 -3.84010  0.36
H 2.33281 3.65627 -2.63257  0.36
H 0.68458 3.14479 -2.43506  0.06
H 2.34597 1.31553 -3.45921  0.18
H 2.26819 2.39590 -4.85550  0.34



No. 2
Molecular formula: C18H27BeCl6F6N6O4S2
Method: DFT, ωB97M-V/def2-TZVPD

Values from the calculation:
Charge: +1
HOMO energy, eV: -12.51

Last column: Mulliken charge in e.
Element x y z (Å)
Be 3.29240 -0.86929 1.51635  1.17
C 0.05174 1.20304 2.90256  0.54
F -0.76586 2.13613 3.36753  -0.18
F 1.09305 1.07123 3.72154  -0.22
F -0.62166 0.05598 2.95817  -0.21
S 0.61015 1.57538 1.11683  0.82
O -0.58044 1.97775 0.41980  -0.28
O 1.62900 2.62853 1.25755  -0.60
N 1.36075 0.02919 0.68387  -0.17
S 0.91726 -0.40955 -0.78855  0.64
O 0.51739 0.57273 -1.79988  -0.50
O 1.97937 -1.29752 -1.28074  -0.46
C -0.61275 -1.54808 -0.51212  0.64
F -0.83797 -2.14436 -1.65381  -0.13
F -0.34124 -2.37644 0.46441  -0.23
F -1.60792 -0.73265 -0.13136  -0.17
C 3.07259 -2.23612 -4.11539  -0.16
C 3.99029 -2.81208 -5.07898  0.04
N 4.71136 -3.34407 -5.80703  -0.43
H 2.51911 -1.38803 -4.51270  0.40
H 3.72644 -1.87056 -3.32211  0.02
H 2.43151 -3.02881 -3.73186  0.13
C 5.01783 -4.64991 -2.16844  -0.83
C 4.68315 -3.50739 -1.31154  0.28
N 4.42928 -2.55959 -0.71965  -0.26
H 4.96340 -5.57560 -1.59484  0.35
H 6.02092 -4.41605 -2.52154  0.31
H 4.29331 -4.84135 -2.95891  0.26
C 3.30212 2.75533 5.23093  -0.87
C 3.63227 1.82312 4.16975  0.41
N 3.87187 1.13248 3.29186  -0.33
H 2.84408 2.14613 6.01266  0.30
H 2.67683 3.57804 4.89359  0.29
H 4.19694 3.12955 5.72876  0.37
C 1.76781 3.72647 -3.68226  -0.77
C 2.47398 2.48212 -3.45873  0.46
N 2.96348 1.45341 -3.30579  -0.45
H 1.68643 4.29585 -2.75849  0.14
H 0.86294 3.49371 -4.24010  0.28
H 2.39025 4.35161 -4.32602  0.38
C -2.70256 -0.15913 5.68055  -0.62
C -4.08856 -0.05660 6.12812  0.23
N -5.17558 -0.07852 6.50204  -0.35
H -2.27811 0.84709 5.60550  0.20
H -2.55512 -0.64405 4.71899  0.14
H -1.92781 -0.51909 6.35986  0.42
Cl -4.19118 0.08427 2.59893  -0.20
C -3.93823 0.53599 0.85903  0.07
C -4.95628 1.58474 0.53746  -0.42
Cl -4.63155 2.27641 -1.07255  -0.19
H -4.28070 -0.37042 0.36385  0.31
H -2.90748 0.81012 0.66934  -0.16
H -4.93877 2.43089 1.22141  0.23
H -5.96554 1.19018 0.44807  0.40
Cl -0.62322 5.92165 -1.52049  -0.19
C -2.18864 5.79677 -0.62473  -0.51
C -2.26645 4.74224 0.48726  0.15
Cl -3.74849 5.00074 1.48956  -0.21
H -2.91604 5.77100 -1.43031  0.36
H -2.28727 6.71450 -0.04463  0.33
H -1.32584 4.74097 1.03283  0.28
H -2.48218 3.76752 0.05512  -0.21
Cl -3.80005 -6.83962 -3.17995  -0.20
C -2.44784 -6.18547 -2.26137  -0.32
C -1.58827 -5.37719 -3.21271  -0.45
Cl 0.04998 -5.20248 -2.57673  -0.19
H -1.96720 -7.06831 -1.84530  0.30
H -2.92252 -5.60802 -1.47068  0.25
H -1.92197 -4.34104 -3.25052  0.21
H -1.63803 -5.77550 -4.22327  0.39



No. 3
Molecular formula: C15H25BF3O9
Method: DFT, ωB97M-V/def2-TZVPD

Values from the calculation:
Charge: -1
ΔE to the lowest compared entry with this formula, charge and spin, kcal/mol: 0.0
HOMO energy, eV: -4.49

Last column: Mulliken charge in e.
Element x y z (Å)
B 5.49590 1.46025 2.94178  0.08
C 4.69374 2.89838 2.67116  -0.77
C 3.46356 3.00928 3.59118  -0.40
C 2.16123 3.43326 2.88345  -0.20
C 0.93916 2.74495 3.50841  -1.01
C 0.84601 1.30081 3.00086  -0.16
C -0.58176 0.85193 2.72748  -1.16
H 5.94897 1.50868 4.08594  -0.22
H 4.66492 0.54277 2.92957  -0.20
H 6.36183 1.24906 2.09887  -0.21
H 5.38626 3.70135 2.92768  0.23
H 4.41401 2.97546 1.61873  0.01
H 3.30216 2.05166 4.07752  0.21
H 3.66241 3.74541 4.36813  0.22
H 2.05352 4.51509 2.95938  0.42
H 2.19121 3.14785 1.84003  -0.01
H 0.02353 3.30093 3.30111  0.45
H 1.09771 2.72199 4.58382  0.32
H 1.30954 0.64622 3.73458  0.37
H 1.43071 1.19518 2.09280  0.22
H -0.95426 1.36569 1.84464  0.29
H -0.56854 -0.21624 2.53631  0.16
H -1.19873 1.04783 3.60020  0.40
C 1.97447 3.98868 -1.66113  -0.47
C 1.06940 3.72733 -2.84067  0.30
O 0.70970 2.37158 -2.65739  -0.35
C 0.78883 2.10188 -1.31795  0.48
O 0.31775 1.14403 -0.80142  -0.38
O 1.45007 3.09362 -0.67834  -0.15
F 1.71133 3.86397 -4.02787  -0.29
H 3.00868 3.72102 -1.88066  0.29
H 1.93533 5.01369 -1.30292  0.28
H 0.16457 4.33729 -2.86128  0.25
C -1.98159 -1.68608 -0.41598  -0.17
C -1.05045 -2.76509 0.07052  0.30
O -1.92477 -3.88389 0.19521  -0.31
C -2.94241 -3.70836 -0.68630  0.63
O -3.71320 -4.55480 -1.00844  -0.52
O -2.95783 -2.43914 -1.15463  -0.32
F -0.52282 -2.45631 1.26817  -0.25
H -2.46871 -1.17291 0.41324  0.21
H -1.49324 -0.95343 -1.05338  0.16
H -0.24403 -3.01747 -0.61928  0.27
C -5.07536 -4.69003 -4.28844  -0.18
C -5.06474 -6.15299 -3.91661  0.42
O -5.23970 -6.78787 -5.17560  -0.34
C -4.74658 -5.95254 -6.13349  0.64
O -4.52369 -6.26608 -7.25466  -0.50
O -4.54002 -4.71623 -5.61839  -0.32
F -6.09596 -6.48680 -3.10711  -0.29
H -6.09118 -4.29383 -4.31272  0.27
H -4.46266 -4.07932 -3.63125  0.05
H -4.13433 -6.49766 -3.46486  0.26



Q: The highest charge belongs to which entry?
A: C18H27BeCl6F6N6O4S2



Q: Which value of charge does entry 3 give?
A: -1



Q: Which formula does entry 3 have?
A: C15H25BF3O9



Q: Which of these has the highest HOMO energy?
A: C24H24F6O14Zr